Here is the ion C4H5N2 with charge +1 in a non-equilibrium geometry from the Open Molecules 2025 dataset. Energies are from ωB97M-V/def2-TZVPD.

Summary:
Highest occupied orbital energy ... -14.58 eV
Net charge ... +1
E_LUMO ... -4.905 eV
SMILES ... N=C=C1CC1=[NH2+]

Geometry (Å):
C (-0.297, 0.966, 0.379)
C (-1.491, 0.564, 0.062)
C (0.609, -0.028, 0.024)
C (1.093, 1.380, -0.099)
N (-2.068, -0.469, -0.082)
N (0.706, -1.350, -0.068)
H (1.179, 1.671, -1.180)
H (1.708, 1.846, 0.717)
H (-2.802, -0.886, 0.378)
H (-0.169, -1.872, 0.037)
H (1.531, -1.822, -0.167)